Arrangement P

C60H50N10O20 | wB97M-V/def2-TZVPD

Last column: Löwdin charge in e.
Cartesian coordinates (Å):
1 C -21.465 -34.263 31.928  -0.0877
2 C -21.086 -35.043 33.023  -0.0648
3 C -22.093 -35.667 33.729  -0.0097
4 C -23.425 -35.578 33.332  -0.1358
5 C -23.767 -34.834 32.216  0.0004
6 C -22.775 -34.150 31.523  -0.0679
7 N -24.467 -36.253 34.125  -0.3435
8 O -25.612 -36.238 33.743  0.0889
9 O -24.017 -36.933 35.029  0.0612
10 H -20.679 -33.718 31.417  0.1011
11 H -20.035 -35.154 33.242  0.0951
12 H -21.813 -36.245 34.599  0.1071
13 H -24.806 -34.863 31.913  0.1172
14 H -22.946 -33.664 30.572  0.1084
15 C -15.067 -34.581 21.333  -0.0693
16 C -16.174 -35.373 21.705  -0.0535
17 C -16.303 -35.750 23.025  0.0124
18 C -15.391 -35.259 23.969  -0.1525
19 C -14.333 -34.467 23.609  -0.0287
20 C -14.137 -34.156 22.281  -0.0799
21 N -15.548 -35.692 25.348  -0.3256
22 O -14.608 -35.472 26.104  0.0718
23 O -16.541 -36.306 25.680  0.0871
24 H -14.885 -34.297 20.304  0.1029
25 H -16.809 -35.602 20.862  0.1065
26 H -17.070 -36.427 23.372  0.1200
27 H -13.638 -34.044 24.322  0.1082
28 H -13.191 -33.725 21.982  0.1121
29 C -11.903 -33.036 30.880  -0.0330
30 C -10.889 -32.283 31.464  -0.0605
31 C -9.825 -32.956 32.054  0.0191
32 C -9.795 -34.348 32.047  -0.1484
33 C -10.822 -35.076 31.488  -0.0007
34 C -11.877 -34.414 30.869  -0.0367
35 N -8.771 -35.087 32.824  -0.3631
36 O -7.861 -34.428 33.276  0.0686
37 O -8.892 -36.283 32.962  0.0663
38 H -12.698 -32.571 30.311  0.0714
39 H -10.832 -31.213 31.328  -0.0120
40 H -9.073 -32.417 32.616  0.1125
41 H -10.818 -36.157 31.539  0.1158
42 H -12.694 -34.992 30.462  0.0650
43 C -14.025 -33.617 28.737  -0.0837
44 C -14.900 -32.745 29.355  -0.0642
45 C -15.864 -33.210 30.239  0.0182
46 C -15.892 -34.548 30.581  -0.1301
47 C -14.947 -35.432 30.051  -0.0219
48 C -14.138 -34.976 29.042  -0.1071
49 N -16.902 -35.048 31.519  -0.3316
50 O -16.592 -36.012 32.197  0.0554
51 O -17.993 -34.526 31.575  0.0872
52 H -13.344 -33.297 27.962  0.0775
53 H -14.892 -31.734 28.974  0.0932
54 H -16.583 -32.475 30.577  0.1240
55 H -15.034 -36.479 30.304  0.1077
56 H -13.465 -35.632 28.503  0.1215
57 C -16.590 -39.099 29.784  -0.0448
58 C -17.612 -39.493 30.643  -0.0749
59 C -18.813 -38.822 30.739  -0.0114
60 C -19.078 -37.785 29.868  -0.1341
61 C -18.047 -37.339 29.032  -0.0027
62 C -16.797 -37.925 29.057  -0.0791
63 N -20.418 -37.198 29.777  -0.3361
64 O -21.091 -37.249 30.790  0.0816
65 O -20.774 -36.704 28.726  0.0908
66 H -15.741 -39.768 29.823  0.1100
67 H -17.425 -40.371 31.249  0.0970
68 H -19.600 -39.232 31.357  0.1095
69 H -18.222 -36.478 28.399  0.1224
70 H -16.048 -37.495 28.406  0.0978
71 C -9.274 -28.844 25.334  -0.0630
72 C -9.235 -29.132 26.697  -0.1004
73 C -10.037 -30.128 27.243  -0.0187
74 C -10.880 -30.805 26.382  -0.1134
75 C -11.060 -30.392 25.078  -0.0186
76 C -10.178 -29.484 24.512  -0.0577
77 N -11.761 -31.869 26.912  -0.2743
78 O -12.177 -32.684 26.119  0.0986
79 O -11.938 -31.893 28.112  0.0754
80 H -8.616 -28.072 24.954  0.1219
81 H -8.559 -28.577 27.333  0.1042
82 H -9.976 -30.336 28.301  0.1180
83 H -11.739 -30.918 24.420  0.1144
84 H -10.084 -29.307 23.449  0.1146
85 C -10.309 -27.109 27.221  -0.0804
86 C -9.643 -27.571 28.348  -0.1111
87 C -10.218 -28.563 29.133  -0.0394
88 C -11.495 -28.987 28.863  -0.1702
89 C -12.178 -28.511 27.753  0.0156
90 C -11.577 -27.597 26.899  -0.0379
91 N -12.089 -30.019 29.706  -0.2559
92 O -11.372 -30.690 30.414  -0.0227
93 O -13.303 -30.071 29.725  0.1323
94 H -9.870 -26.292 26.662  0.1330
95 H -8.659 -27.193 28.589  0.1354
96 H -9.677 -28.944 29.989  0.1482
97 H -13.156 -28.879 27.469  0.1221
98 H -12.032 -27.268 25.976  0.1166
99 C -18.062 -37.839 35.573  -0.0656
100 C -18.625 -37.961 34.307  -0.0678
101 C -19.897 -38.457 34.123  0.0034
102 C -20.590 -38.882 35.285  -0.1409
103 C -19.957 -38.944 36.496  -0.0140
104 C -18.708 -38.371 36.685  -0.0567
105 N -21.972 -39.354 35.121  -0.3536
106 O -22.524 -39.735 36.142  0.0757
107 O -22.471 -39.292 34.029  0.0877
108 H -17.069 -37.431 35.714  0.0976
109 H -18.044 -37.593 33.468  0.0818
110 H -20.368 -38.591 33.164  0.0892
111 H -20.509 -39.246 37.377  0.1212
112 H -18.219 -38.275 37.643  0.1067
113 C -14.095 -29.226 21.667  -0.0549
114 C -14.872 -30.388 21.612  -0.0542
115 C -15.298 -30.966 22.789  -0.0153
116 C -14.856 -30.508 24.016  -0.1346
117 C -13.973 -29.431 24.054  -0.0269
118 C -13.658 -28.743 22.896  -0.0665
119 N -15.199 -31.230 25.241  -0.3313
120 O -15.727 -32.309 25.078  0.0905
121 O -15.012 -30.699 26.313  0.0847
122 H -13.737 -28.825 20.728  0.1083
123 H -15.165 -30.890 20.702  0.1108
124 H -16.034 -31.761 22.784  0.1228
125 H -13.595 -29.087 25.008  0.0961
126 H -12.909 -27.962 22.922  0.1072
127 C -13.214 -37.893 34.523  -0.0639
128 C -14.455 -37.962 33.898  -0.0581
129 C -14.831 -39.175 33.341  0.0049
130 C -13.936 -40.234 33.251  -0.1520
131 C -12.701 -40.163 33.856  0.0001
132 C -12.348 -38.981 34.515  -0.0555
133 N -14.349 -41.495 32.642  -0.3522
134 O -15.524 -41.642 32.372  0.0612
135 O -13.521 -42.347 32.404  0.0861
136 H -12.917 -36.994 35.048  0.1089
137 H -15.159 -37.148 33.987  0.0870
138 H -15.783 -39.336 32.849  0.0990
139 H -12.037 -41.016 33.877  0.1203
140 H -11.335 -38.892 34.880  0.1082

Computed properties:
highest occupied orbital energy: -0.3386 Eh
HOMO-LUMO gap: 7.59 eV
molecular weight: 1231.11 g mol⁻¹
LUMO: -1.622 eV

=====

Arrangement Q

C60H50N10O20 | wB97M-V/def2-TZVPD

Last column: Löwdin charge in e.
Cartesian coordinates (Å):
1 O -2.001 -2.359 6.266  0.0890
2 N -1.438 -1.350 6.582  -0.3497
3 O -0.746 -1.295 7.602  0.0551
4 C -1.495 -0.272 5.609  -0.1575
5 C -1.926 -0.518 4.300  -0.0203
6 C -1.799 0.512 3.386  -0.0714
7 C -1.412 1.807 3.833  -0.0903
8 C -1.046 2.016 5.145  -0.0765
9 C -1.100 0.972 6.050  -0.0015
10 H -2.249 -1.508 3.943  0.0984
11 H -2.055 0.393 2.270  0.1299
12 H -1.240 2.587 3.036  0.1292
13 H -0.670 2.987 5.312  0.0979
14 H -0.615 1.191 7.015  0.1349
15 O -4.912 -0.830 -1.635  0.0501
16 N -4.623 -0.399 -2.742  -0.3287
17 O -5.019 -0.937 -3.740  0.0931
18 C -3.866 0.898 -2.890  -0.1269
19 C -4.095 1.533 -4.098  0.0088
20 C -3.401 2.752 -4.297  -0.0354
21 C -2.560 3.271 -3.300  -0.0729
22 C -2.300 2.524 -2.174  -0.0856
23 C -3.006 1.343 -1.894  -0.0160
24 H -4.743 1.208 -4.833  0.0936
25 H -3.591 3.262 -5.215  0.0972
26 H -2.077 4.236 -3.491  0.0972
27 H -1.565 2.906 -1.480  0.0946
28 H -2.750 0.810 -1.001  0.0938
29 O -0.309 1.117 -0.268  0.0433
30 N 0.759 0.868 -0.863  -0.2877
31 O 1.359 1.680 -1.540  0.0697
32 C 1.409 -0.363 -0.536  -0.1515
33 C 0.943 -1.116 0.507  -0.0048
34 C 1.581 -2.318 0.762  -0.0952
35 C 2.645 -2.717 0.039  -0.0579
36 C 3.119 -1.904 -1.003  -0.0611
37 C 2.565 -0.706 -1.289  0.0099
38 H 0.036 -0.792 1.051  0.1297
39 H 1.137 -2.901 1.549  0.0952
40 H 3.084 -3.727 0.199  0.1362
41 H 3.975 -2.261 -1.577  0.1193
42 H 2.926 -0.016 -2.040  0.0896
43 O 0.148 4.460 -3.070  0.0698
44 N 1.338 4.527 -3.235  -0.3223
45 O 1.892 3.922 -4.135  0.0622
46 C 2.115 5.299 -2.279  -0.1752
47 C 1.528 5.832 -1.211  -0.0022
48 C 2.365 6.451 -0.277  -0.0490
49 C 3.719 6.498 -0.493  -0.0797
50 C 4.275 5.976 -1.642  -0.0587
51 C 3.446 5.415 -2.627  0.0244
52 H 0.527 5.614 -0.946  0.1169
53 H 1.833 6.847 0.607  0.1209
54 H 4.468 6.954 0.170  0.1182
55 H 5.317 6.191 -1.842  0.1108
56 H 3.722 4.926 -3.514  0.1002
57 O -2.742 -3.168 -2.232  0.0837
58 N -2.643 -2.552 -1.192  -0.3144
59 O -1.837 -1.644 -1.019  0.0410
60 C -3.518 -2.966 -0.026  -0.1327
61 C -3.753 -2.177 1.109  -0.0381
62 C -4.470 -2.591 2.199  -0.0566
63 C -4.975 -3.886 2.069  -0.0684
64 C -4.762 -4.737 0.999  -0.0605
65 C -4.108 -4.218 -0.111  -0.0011
66 H -3.236 -1.200 1.102  0.1112
67 H -4.726 -1.882 2.979  0.0855
68 H -5.701 -4.342 2.783  0.1222
69 H -5.097 -5.753 1.020  0.1040
70 H -3.922 -4.747 -1.019  0.1123
71 O 6.882 3.156 -6.041  0.0860
72 N 7.337 2.983 -4.937  -0.3861
73 O 8.494 3.077 -4.656  0.0974
74 C 6.425 2.776 -3.840  -0.1511
75 C 6.712 3.113 -2.523  -0.0187
76 C 5.798 2.948 -1.533  -0.0821
77 C 4.577 2.373 -1.833  -0.0803
78 C 4.269 1.972 -3.104  -0.0855
79 C 5.156 2.254 -4.147  0.0221
80 H 7.689 3.627 -2.304  0.1429
81 H 6.001 3.189 -0.519  0.1081
82 H 3.863 2.161 -1.012  0.1083
83 H 3.302 1.500 -3.222  0.0655
84 H 4.809 2.064 -5.195  0.1343
85 O -0.400 -4.378 4.103  0.0904
86 N -0.781 -4.097 2.980  -0.3362
87 O -1.180 -3.008 2.610  0.0654
88 C -0.649 -5.110 2.030  -0.1729
89 C -0.544 -6.389 2.443  0.0158
90 C -0.290 -7.358 1.470  -0.0623
91 C -0.117 -6.979 0.201  -0.0831
92 C -0.195 -5.695 -0.232  -0.0447
93 C -0.510 -4.722 0.663  0.0182
94 H -0.637 -6.648 3.528  0.1468
95 H -0.345 -8.394 1.682  0.1044
96 H 0.090 -7.780 -0.473  0.1126
97 H -0.064 -5.359 -1.208  0.0733
98 H -0.513 -3.745 0.280  0.0817
99 O 1.248 1.361 2.219  0.0724
100 N 2.410 1.026 2.159  -0.3340
101 O 3.295 1.694 1.689  0.0881
102 C 2.785 -0.226 2.848  -0.1911
103 C 1.963 -0.639 3.846  -0.0109
104 C 2.230 -1.802 4.509  -0.0498
105 C 3.351 -2.568 4.131  -0.0381
106 C 4.166 -2.114 3.069  -0.0535
107 C 3.913 -0.864 2.519  -0.0328
108 H 1.047 -0.141 4.170  0.1177
109 H 1.566 -2.116 5.310  0.1137
110 H 3.574 -3.491 4.693  0.1153
111 H 5.023 -2.698 2.738  0.1112
112 H 4.515 -0.419 1.737  0.1289
113 O -4.996 -0.167 4.485  0.0696
114 N -4.901 1.038 4.396  -0.3509
115 O -4.738 1.788 5.326  0.0944
116 C -4.961 1.647 3.084  -0.1567
117 C -5.501 0.908 2.031  -0.0043
118 C -5.484 1.445 0.800  -0.0695
119 C -4.951 2.712 0.564  -0.0503
120 C -4.460 3.453 1.641  -0.0562
121 C -4.481 2.918 2.905  -0.0253
122 H -5.941 -0.049 2.110  0.1076
123 H -5.861 0.931 -0.058  0.0965
124 H -4.975 3.156 -0.409  0.1008
125 H -4.186 4.505 1.475  0.1183
126 H -4.100 3.465 3.753  0.1222
127 O 1.432 -4.382 -4.352  0.1067
128 N 0.925 -3.521 -3.672  -0.3022
129 O 0.151 -3.757 -2.727  0.0351
130 C 1.084 -2.097 -4.012  -0.1730
131 C 2.165 -1.600 -4.704  -0.0151
132 C 2.189 -0.283 -5.155  -0.0789
133 C 1.185 0.556 -4.742  -0.0784
134 C 0.109 0.068 -4.022  -0.0363
135 C 0.068 -1.274 -3.708  -0.0150
136 H 3.004 -2.277 -5.044  0.1421
137 H 2.996 -0.005 -5.855  0.1200
138 H 1.148 1.638 -5.038  0.1208
139 H -0.684 0.682 -3.621  0.1023
140 H -0.630 -1.666 -3.020  0.0795

Computed properties:
highest occupied orbital energy: -0.3578 Eh
SMILES string: O=[N+]([O-])c1ccccc1.O=[N+]([O-])c1ccccc1.O=[N+]([O-])c1ccccc1.O=[N+]([O-])c1ccccc1.O=[N+]([O-])c1ccccc1.O=[N+]([O-])c1ccccc1.O=[N+]([O-])c1ccccc1.O=[N+]([O-])c1ccccc1.O=[N+]([O-])c1ccccc1.O=[N+]([O-])c1ccccc1
HOMO-LUMO gap: 8.80 eV
molecular weight: 1231.11 g mol⁻¹
LUMO: -0.933 eV

=====

Stability check: which of them is most stable? arrangement Q.

=====

Arrangement P

C18H20N2O4S | wB97M-V/def2-TZVPD

Last column: Löwdin charge in e.
Cartesian coordinates (Å):
1 C -1.716 -0.158 -3.289  -0.0098
2 C -1.638 0.844 -2.168  -0.4053
3 O -1.193 1.958 -2.326  0.0860
4 C -2.115 0.397 -0.830  -0.1425
5 C -2.129 -0.944 -0.450  0.0003
6 C -2.422 -1.287 0.858  -0.0488
7 C -2.731 -0.296 1.770  -0.2678
8 S -2.690 -0.695 3.522  0.6675
9 O -2.589 -2.112 3.668  -0.2777
10 O -3.703 0.007 4.251  -0.2878
11 N -1.223 0.025 3.959  -0.0474
12 C -0.255 0.047 2.939  -0.3387
13 C 0.182 -1.158 2.400  -0.0361
14 C 0.991 -1.169 1.285  -0.0085
15 C 1.396 0.022 0.669  -0.2274
16 N 2.078 -0.023 -0.541  -0.1024
17 C 3.265 -0.851 -0.661  -0.1337
18 C 3.477 -1.205 -2.134  -0.1935
19 O 3.605 -0.044 -2.919  -0.1269
20 C 2.463 0.769 -2.793  -0.1850
21 C 2.203 1.179 -1.340  -0.1479
22 C 1.012 1.224 1.267  -0.0096
23 C 0.193 1.236 2.379  -0.0276
24 C -2.800 1.032 1.392  -0.0468
25 C -2.486 1.377 0.092  0.0067
26 H -2.692 -0.637 -3.309  0.0906
27 H -0.957 -0.923 -3.142  0.0820
28 H -1.527 0.343 -4.236  0.0886
29 H -1.860 -1.717 -1.151  0.1157
30 H -2.390 -2.309 1.198  0.1187
31 H -1.399 0.928 4.376  0.1133
32 H -0.157 -2.078 2.848  0.1168
33 H 1.283 -2.118 0.861  0.1116
34 H 3.155 -1.759 -0.071  0.1148
35 H 4.150 -0.302 -0.301  0.1355
36 H 4.400 -1.770 -2.267  0.1264
37 H 2.625 -1.805 -2.491  0.1267
38 H 2.642 1.650 -3.411  0.1302
39 H 1.581 0.234 -3.175  0.1186
40 H 1.269 1.741 -1.305  0.1106
41 H 3.031 1.817 -0.992  0.1348
42 H 1.341 2.165 0.857  0.1081
43 H -0.109 2.180 2.811  0.1193
44 H -3.073 1.776 2.124  0.1241
45 H -2.489 2.409 -0.225  0.1245

Computed properties:
highest occupied orbital energy: -0.2914 Eh
SMILES string: CC(=O)c1ccc(S(=O)(=O)Nc2ccc(N3CCOCC3)cc2)cc1
HOMO-LUMO gap: 7.52 eV
molecular weight: 360.43 g mol⁻¹
LUMO: -0.409 eV

=====

Arrangement Q

C18H20N2O4S | wB97M-V/def2-TZVPD

Last column: Löwdin charge in e.
Cartesian coordinates (Å):
1 C 2.680 -1.955 3.453  -0.0587
2 C 2.728 -1.655 1.963  -0.2587
3 O 2.182 -0.362 1.762  -0.0508
4 C 2.079 0.106 0.492  -0.2776
5 C 1.421 1.328 0.345  0.0036
6 C 1.219 1.869 -0.906  -0.0305
7 C 1.680 1.207 -2.040  -0.3479
8 N 1.328 1.734 -3.310  -0.0585
9 S -0.027 0.937 -3.971  0.6767
10 O 0.311 -0.426 -4.270  -0.2870
11 O -0.496 1.756 -5.049  -0.2970
12 C -1.147 1.006 -2.586  -0.2753
13 C -1.982 2.096 -2.456  -0.0494
14 C -2.753 2.229 -1.307  -0.0061
15 C -2.625 1.284 -0.312  -0.1485
16 C -1.762 0.193 -0.456  -0.1302
17 C -1.029 0.024 -1.618  0.0216
18 N -1.764 -0.589 0.697  0.0267
19 C -0.943 -1.655 0.935  -0.4625
20 C -1.116 -2.299 2.292  0.0111
21 O -0.138 -2.059 0.124  0.0749
22 C -2.692 -0.031 1.677  -0.1116
23 C -3.299 1.225 1.026  -0.0785
24 C 2.376 0.016 -1.893  -0.0169
25 C 2.576 -0.534 -0.639  -0.0055
26 H 3.099 -2.939 3.644  0.0783
27 H 3.253 -1.211 4.000  0.0785
28 H 1.654 -1.930 3.810  0.0614
29 H 3.768 -1.683 1.612  0.1248
30 H 2.141 -2.390 1.398  0.1146
31 H 1.059 1.828 1.230  0.1200
32 H 0.688 2.801 -1.023  0.1235
33 H 2.073 1.653 -3.992  0.1149
34 H -2.015 2.820 -3.254  0.1145
35 H -3.425 3.065 -1.187  0.1180
36 H -0.375 -0.817 -1.769  0.1147
37 H -0.465 -3.167 2.346  0.0880
38 H -0.843 -1.599 3.079  0.0807
39 H -2.146 -2.614 2.445  0.0833
40 H -3.465 -0.766 1.920  0.1242
41 H -2.156 0.220 2.596  0.1232
42 H -3.095 2.123 1.610  0.1213
43 H -4.381 1.139 0.916  0.1221
44 H 2.732 -0.503 -2.770  0.1204
45 H 3.094 -1.475 -0.562  0.1104

Computed properties:
highest occupied orbital energy: -0.3068 Eh
SMILES string: CCOc1ccc(NS(=O)(=O)c2ccc3c(c2)N(C(C)=O)CC3)cc1
HOMO-LUMO gap: 8.84 eV
molecular weight: 360.43 g mol⁻¹
LUMO: 0.495 eV

=====

Stability check: which of them is most stable? arrangement Q.